Entry 1:
The following is a DFT calculation (ωB97M-V with the def2-TZVPD basis set) of the molecule C2H2N2O in a non-equilibrium geometry.

Frontier orbital gap = 0.4328 Ha
SMILES string = N#C[C@H]1NO1

The geometry in XYZ format:
```
7
Properties=species:S:1:pos:R:3:forces:R:3
N 2.455 -0.340 0.161 -1.2 -0.5 -0.3
C 1.319 -0.417 -0.048 0.6 1.0 0.4
C -0.128 -0.204 -0.310 1.4 1.2 2.9
N -0.849 0.594 0.787 1.7 -1.9 -0.2
O -0.464 1.127 -0.468 -0.2 0.2 -2.0
H -0.531 -1.069 -0.778 -1.2 0.0 -0.8
H -1.803 0.309 0.656 -1.0 -0.1 -0.1
```
Forces are in eV/Å.

Entry 2:
The following is a DFT calculation (ωB97M-V with the def2-TZVPD basis set) of a cluster of 2 separate species, C4H10O in total.

Frontier orbital gap (alpha / beta) = 0.3049 / 0.2892 Ha

The geometry in XYZ format:
```
15
Properties=species:S:1:pos:R:3:forces:R:3
C -0.764 0.623 -1.796 0.0 0.0 -0.6
O -0.988 -0.251 -0.830 -0.7 0.1 0.0
C -0.102 -0.970 -0.237 0.6 -0.6 0.1
C 0.916 1.472 0.630 0.1 0.3 0.0
C -0.465 -1.725 0.987 -0.1 0.0 0.0
H 0.306 1.387 -0.289 0.4 0.1 0.5
H -1.648 1.102 -2.182 0.0 -0.1 0.0
H 0.153 0.518 -2.367 -0.1 0.1 0.1
H 0.902 -0.975 -0.653 -0.1 0.0 0.0
H 0.368 1.137 1.516 0.1 0.1 -0.2
H 1.137 2.535 0.721 0.1 0.0 0.2
H 1.852 0.911 0.556 -0.1 0.1 0.0
H 0.195 -1.457 1.826 -0.1 0.0 -0.2
H -0.369 -2.807 0.835 -0.1 0.1 0.1
H -1.494 -1.500 1.281 0.1 0.0 -0.1
```
Forces are in eV/Å.

Entry 3:
The following is a DFT calculation (ωB97M-V with the def2-TZVPD basis set) of the ion C5H5N2O2 with charge +1 in a non-equilibrium geometry.

Frontier orbital gap (alpha / beta) = 0.2403 / 0.2440 Ha
Net charge = +1

The geometry in XYZ format:
```
14
Properties=species:S:1:pos:R:3:forces:R:3
C -0.643 -0.862 0.247 -1.7 -1.8 -0.1
C -1.169 0.531 0.090 -1.6 -0.5 0.5
C 0.514 2.275 -0.053 -0.3 3.0 -0.9
C 1.696 -0.869 -0.004 0.4 4.3 -1.0
C 2.171 0.408 -0.037 0.9 -1.6 0.5
N 0.501 -1.409 0.112 -3.5 0.0 1.2
N -0.607 1.708 0.456 -2.6 -3.5 0.6
O 1.576 1.668 -0.217 2.3 -1.7 0.0
O -2.479 0.744 -0.212 2.6 0.4 0.8
H -1.500 -1.597 0.631 1.5 1.7 -1.2
H 2.448 -1.541 -0.027 2.5 -2.1 0.1
H 3.291 0.426 0.054 -1.4 0.9 -0.3
H -1.450 2.238 0.621 0.5 1.8 0.0
H -3.085 0.008 -0.331 0.2 -0.8 -0.1
```
Forces are in eV/Å.

Entry 4:
The following is a DFT calculation (ωB97M-V with the def2-TZVPD basis set) of a cluster of 2 separate species, C2H8S2 in total in a non-equilibrium geometry.

Frontier orbital gap = 0.3644 Ha
SMILES string = CCS.S

The geometry in XYZ format:
```
12
Properties=species:S:1:pos:R:3:forces:R:3
C -0.136 1.497 1.341 2.4 -1.0 -0.9
C 0.771 0.844 0.194 0.5 0.2 0.9
S 1.200 -0.864 0.792 -0.6 0.6 0.9
H -0.697 0.645 1.680 -1.2 0.3 0.2
H 0.514 1.772 2.196 -0.3 0.0 -0.6
H -0.629 2.383 0.949 -0.4 -0.3 0.2
H 1.725 1.413 0.097 -0.9 -0.4 -0.3
H 0.240 0.696 -0.756 0.2 0.5 0.3
H 1.843 -1.404 -0.218 0.3 0.1 -0.8
S -1.988 -2.743 -2.355 -0.4 0.7 -0.6
H -1.779 -1.403 -2.494 -0.1 -0.6 0.1
H -1.063 -2.837 -1.428 0.5 -0.1 0.6
```
Forces are in eV/Å.

Entry 5:
The following is a DFT calculation (ωB97M-V with the def2-TZVPD basis set) of a structure of composition C33H35Br2IrO3Si in a non-equilibrium geometry.

Frontier orbital gap (alpha / beta) = 0.2537 / 0.1978 Ha
Multiplicity = 2
<S²> = 0.807
Net charge = +1

The geometry in XYZ format:
```
75
Properties=species:S:1:pos:R:3:forces:R:3
Ir -0.327 0.321 -0.089 -1.4 -2.2 2.9
C 4.957 -4.449 2.520 0.0 0.1 0.0
C 5.278 -2.999 2.895 0.1 -0.1 0.1
C 5.333 -2.889 4.429 0.0 0.0 -0.1
C 6.649 -2.632 2.295 -0.1 0.0 0.0
C 4.252 -2.019 2.369 0.0 0.1 0.0
C 3.138 -2.435 1.618 -0.2 0.0 -0.1
C 2.282 -1.501 1.130 0.0 -0.3 -0.3
Br 0.850 -2.104 0.017 -0.1 1.1 -0.3
C 2.422 -0.082 1.340 0.0 -0.3 -0.2
O 1.612 0.737 0.831 -0.3 0.9 -0.7
C 3.558 0.337 2.149 0.0 0.2 0.2
C 4.410 -0.643 2.601 -0.1 0.0 0.0
C 3.877 1.787 2.539 0.0 0.1 -0.1
C 3.940 1.866 4.075 0.0 -0.1 0.0
C 5.251 2.145 1.941 -0.1 -0.1 0.0
C 2.875 2.846 2.065 -0.1 -0.1 -0.1
H 5.744 -5.095 2.906 0.0 0.0 0.0
H 4.920 -4.587 1.438 0.0 0.0 0.0
H 4.014 -4.779 2.959 0.0 0.0 0.0
H 6.058 -3.608 4.812 0.0 0.0 0.0
H 4.360 -3.117 4.866 0.0 0.0 0.0
H 5.636 -1.895 4.758 0.0 0.0 0.0
H 7.395 -3.345 2.644 0.0 0.0 0.0
H 6.971 -1.633 2.589 0.0 0.0 0.0
H 6.614 -2.676 1.205 0.0 0.0 0.0
H 2.964 -3.480 1.406 0.1 0.0 0.0
H 5.263 -0.328 3.186 0.0 0.0 0.0
H 4.710 1.218 4.494 0.0 0.0 0.0
H 2.980 1.583 4.512 0.0 0.0 0.0
H 4.164 2.889 4.377 0.0 0.0 0.0
H 6.048 1.511 2.330 0.0 0.0 0.0
H 5.491 3.179 2.185 0.0 0.0 0.0
H 5.234 2.044 0.854 0.0 0.0 0.0
H 1.868 2.643 2.425 0.0 0.0 0.0
H 2.845 2.917 0.979 0.0 0.0 0.0
H 3.182 3.815 2.459 0.1 0.0 0.0
C -0.791 5.620 -2.699 0.0 0.1 0.0
C -0.692 4.840 -3.843 0.1 -0.1 0.0
C -0.474 3.474 -3.734 0.0 0.1 -0.1
C -0.367 2.882 -2.480 -0.2 -0.9 0.8
C -0.454 3.674 -1.336 0.0 0.2 -0.1
C -0.665 5.042 -1.446 0.0 0.0 0.1
Si -0.232 0.989 -2.361 1.0 1.0 -0.4
C 1.486 0.531 -3.029 -0.8 -0.2 0.6
C 1.578 -0.381 -4.079 0.2 -0.1 0.0
C 2.811 -0.673 -4.648 -0.1 0.0 0.0
C 3.959 -0.066 -4.157 0.0 0.0 -0.1
C 3.876 0.834 -3.102 0.0 0.1 0.1
C 2.645 1.130 -2.537 0.2 0.0 -0.1
H -0.975 6.684 -2.785 0.0 0.0 0.0
H -0.796 5.291 -4.821 0.0 0.0 0.0
H -0.390 2.875 -4.635 -0.1 0.0 0.0
H -0.377 3.225 -0.350 0.0 0.0 0.0
H -0.746 5.648 -0.552 0.0 0.0 0.0
H -1.170 0.449 -3.377 -0.2 -0.3 0.5
H 0.687 -0.858 -4.471 0.0 0.0 0.0
H 2.869 -1.369 -5.474 0.1 0.0 0.0
H 4.918 -0.289 -4.606 0.0 0.0 0.0
H 4.771 1.315 -2.727 0.0 0.0 0.0
H 2.588 1.849 -1.726 0.0 0.0 0.0
Br -6.237 3.315 3.738 0.1 -0.2 -0.1
C -5.639 1.701 2.934 -0.1 0.2 0.1
C -6.466 0.588 2.925 0.0 0.0 0.0
C -6.017 -0.591 2.347 0.0 0.0 0.0
C -4.759 -0.656 1.773 0.1 0.0 0.0
C -3.950 0.477 1.772 0.1 0.0 0.1
C -4.383 1.663 2.359 0.0 0.0 0.0
C -2.625 0.442 1.125 -0.3 0.1 0.0
O -1.930 1.494 0.997 1.3 0.0 -1.0
O -2.158 -0.645 0.651 0.8 0.5 -1.5
H -7.451 0.643 3.367 0.0 0.0 0.0
H -6.662 -1.460 2.339 0.0 0.0 0.0
H -4.395 -1.566 1.319 0.0 0.0 0.0
H -3.743 2.533 2.361 0.0 0.0 0.0
```
Forces are in eV/Å.

Entry 6:
The following is a DFT calculation (ωB97M-V with the def2-TZVPD basis set) of the molecule C4H6N2O2 in a non-equilibrium geometry.

Frontier orbital gap = 0.3783 Ha
SMILES string = O=C1NN2C[C@H]2[C@H]1O

The geometry in XYZ format:
```
14
Properties=species:S:1:pos:R:3:forces:R:3
O 1.979 0.755 1.207 -3.7 -3.0 -0.6
C 1.055 0.010 0.723 4.0 1.0 1.1
N 0.179 -0.928 1.229 0.6 2.3 1.9
N -0.920 -1.056 0.364 -3.1 0.3 -1.6
C -1.731 0.245 0.141 1.5 -1.7 -0.2
C -0.707 -0.243 -0.971 1.6 -0.1 4.4
C 0.924 -0.067 -0.757 -2.6 4.0 -3.1
O 1.429 1.253 -1.286 -1.3 -2.8 0.0
H -0.077 -0.868 2.260 0.4 -0.2 -1.9
H -2.796 0.028 0.070 0.3 -0.5 -1.0
H -1.747 1.039 0.898 1.5 0.1 -0.6
H -1.094 -0.707 -1.875 0.2 0.0 0.3
H 1.367 -0.894 -1.330 0.1 0.1 0.7
H 2.140 1.433 -0.673 0.5 0.4 0.5
```
Forces are in eV/Å.

Entry 7:
The following is a DFT calculation (ωB97M-V with the def2-TZVPD basis set) of a cluster of 2 separate species, C5H14NO2 in total in a non-equilibrium geometry.

Frontier orbital gap = 0.2304 Ha
Net charge = -1

The geometry in XYZ format:
```
22
Properties=species:S:1:pos:R:3:forces:R:3
C -2.027 -0.034 -1.803 3.6 1.8 0.5
C -0.686 0.792 -1.374 -1.2 -0.9 1.0
N -0.212 0.219 -0.093 0.3 -0.5 0.2
C -1.155 0.464 1.095 0.2 -0.3 -0.5
C 1.234 0.706 0.166 -1.4 0.2 -1.1
C 1.817 0.140 1.475 -5.6 0.4 0.0
O 1.208 0.864 2.415 0.2 0.4 2.0
H -2.321 0.364 -2.749 -0.7 -0.1 -0.6
H -2.667 0.141 -0.987 -1.3 0.3 0.6
H -1.730 -1.057 -1.776 0.0 -0.9 -0.5
H 0.120 0.866 -2.149 -0.7 -0.6 0.7
H -0.981 1.827 -1.158 -0.2 0.4 -0.3
H -2.102 -0.118 1.123 0.8 -0.8 -0.7
H -1.694 1.475 1.072 1.6 -0.3 0.3
H -0.535 0.163 2.008 -0.9 1.4 -1.0
H 1.853 0.415 -0.695 -0.4 0.0 -0.3
H 1.002 1.818 0.118 1.5 -0.8 0.7
H 2.811 0.048 1.659 3.7 -0.2 -0.5
H 1.404 -0.975 1.481 0.5 0.8 -0.1
H 1.337 -2.729 -0.717 0.3 0.1 0.9
H 1.455 -2.442 0.814 0.4 -0.1 -0.8
O 1.869 -2.948 0.075 -0.6 -0.1 -0.3
```
Forces are in eV/Å.

Entry 8:
The following is a DFT calculation (ωB97M-V with the def2-TZVPD basis set) of a cluster of 2 separate species, C3H5OP in total in a non-equilibrium geometry.

Frontier orbital gap (alpha / beta) = 0.1477 / 0.1604 Ha
Multiplicity = 3
<S²> = 2.013

The geometry in XYZ format:
```
10
Properties=species:S:1:pos:R:3:forces:R:3
C -1.379 0.755 2.107 -0.7 -1.3 -1.0
C 0.991 0.107 -0.378 -1.8 1.6 -2.7
C 0.220 -0.767 -1.317 0.0 -0.4 -0.1
O 1.433 -0.224 0.686 1.3 -0.8 3.1
P -0.491 1.954 2.512 1.5 1.5 0.6
H 1.124 1.140 -0.757 0.0 -0.1 0.3
H -0.756 -0.316 -1.494 -0.1 0.0 0.0
H 0.100 -1.768 -0.911 0.0 0.0 0.0
H 0.736 -0.813 -2.274 0.1 -0.1 -0.2
H -1.977 -0.070 1.826 -0.4 -0.4 -0.1
```
Forces are in eV/Å.

E_tot per entry: -7130.27386, -6353.81579, -12327.62517, -23873.62092, -191725.67126, -11316.74164, -10994.65926, -14520.47480 eV